# 1
The following is a quantum chemistry calculation of 2 unconnected molecules or ions with the total composition C8H12NO2 at a distorted geometry, from OMol25.

Its total charge is +1. As for the HOMO energy: -13.5021 eV. Its total energy is -516.88407 a.u. As for the multiplicity: 1. Its largest force on an atom is 3.56 eV/A.

Geometry (Å):
C -2.5720 -1.6111 1.0786
O -1.5006 -1.1379 0.2148
C -0.7162 -0.1745 0.6896
C 0.0597 0.5273 -0.2942
C 0.5527 1.8400 -0.0319
C 1.3287 2.4827 -1.0077
C 1.5807 1.8967 -2.2392
C 1.0471 0.6428 -2.5211
C 0.2651 -0.0416 -1.5796
H -2.9241 -2.5464 0.6043
H -2.1891 -1.8367 2.0850
H -3.4035 -0.8885 1.1308
H -1.0125 0.3146 1.6202
H 0.3881 2.2321 0.9660
H 1.7284 3.4716 -0.7798
H 2.1311 2.4215 -2.9906
H 1.2057 0.1686 -3.4932
H -0.1083 -1.0571 -1.7632
N 0.7176 -1.6782 1.3680
O 0.8865 -0.5017 2.1787
H -0.0517 -2.2788 1.6675
H 0.9295 -1.5780 0.3373
H 1.6570 -0.6674 2.7598

Force components x, y, z for each atom (eV/Å):
-0.294 -0.689 -0.124
-0.211 1.492 0.682
-2.682 -0.386 -2.307
0.469 0.915 -0.827
0.421 -1.334 -0.389
-0.435 0.449 0.986
-0.759 -0.426 0.483
-0.733 -0.978 0.027
0.717 0.180 0.332
0.168 0.604 0.317
-0.067 0.161 -0.266
0.541 -0.182 -0.108
0.327 -0.430 -0.042
0.089 0.326 -0.210
-0.108 -0.276 -0.113
0.374 0.189 -0.223
0.028 0.256 0.334
0.101 0.566 -0.205
0.670 0.467 -0.338
1.144 -1.130 0.406
0.641 0.452 -0.042
-0.057 -0.062 2.144
-0.343 -0.162 -0.514


# 2
The following is a quantum chemistry calculation of a single C8H12O2 molecule at a distorted geometry, from OMol25.

The SMILES is O=C1C[C@@H]2CC(O)C[C@H]2C1. As for the HOMO energy: -9.4988 eV. Its total energy is -462.43027 a.u. As for the multiplicity: 1. Its largest force on an atom is 4.26 eV/A.

Geometry (Å):
O -1.1745 0.9169 3.4307
C -0.8589 0.6702 2.2740
C 0.5627 0.5787 1.9170
C 0.4526 -0.2978 0.7131
C 1.5330 -0.4338 -0.3917
C 0.7186 -0.7133 -1.6927
O 1.2500 -0.5554 -3.0287
C -0.8226 -0.4794 -1.3377
C -0.6585 0.2878 -0.0539
C -1.7510 0.5391 1.0260
H 0.8070 1.6267 1.5801
H 1.1840 0.2560 2.7306
H 0.1582 -1.2789 1.1856
H 2.0293 0.4961 -0.3559
H 2.2277 -1.2803 -0.2770
H 0.7578 -1.7661 -1.9161
H 1.2682 0.3441 -3.5752
H -1.2525 0.1992 -2.0834
H -1.4197 -1.4952 -1.4368
H -0.3119 1.1882 -0.5354
H -2.3723 -0.3224 0.9464
H -2.3269 1.5198 0.8811

Force components x, y, z for each atom (eV/Å):
-0.603 -0.418 -1.486
-1.340 0.852 2.721
0.940 1.279 -1.386
1.486 -2.164 -0.275
-0.639 -1.164 0.025
-0.857 -1.927 -0.660
0.347 3.766 -1.965
-0.198 -1.064 -1.819
-2.030 0.163 0.012
0.791 1.899 -1.109
0.231 -0.722 0.430
0.242 -0.004 0.312
0.135 0.339 -1.028
0.992 1.084 -0.469
-0.024 0.612 0.240
-0.154 -0.962 1.546
-0.361 -2.288 2.547
-0.150 -0.307 -0.053
1.197 1.997 0.745
0.339 1.108 0.693
-0.898 -0.501 0.727
0.558 -1.578 0.254


# 3
The following is a quantum chemistry calculation of a molecular structure, C8H12O2 at a distorted geometry, from OMol25.

As for the HOMO energy: -8.8554 eV. Its total energy is -462.31910 a.u. As for the multiplicity: 1. Its largest force on an atom is 2.34 eV/A.

Geometry (Å):
C -0.3224 3.2169 1.3023
C -0.0560 1.8147 0.8031
C -0.1992 1.6107 -0.6609
C -0.0257 0.4430 -1.2876
O 0.2717 0.9210 1.5648
H -0.4275 2.5041 -1.2400
H -1.3417 3.5189 1.0462
H -0.1843 3.2627 2.3800
H 0.3533 3.9231 0.8123
H 0.7684 -0.5753 -0.5940
H -0.1092 0.3834 -2.3684
C -1.4697 -1.4124 0.2817
C -0.4292 -1.4990 -0.8061
C 1.1489 -1.7387 0.0567
C 1.9540 -2.6139 -0.5355
O -0.5247 -2.0791 -1.8612
H 1.2164 -1.4643 1.1027
H -1.6202 -2.4231 0.6658
H -1.1649 -0.7564 1.0900
H -2.3977 -1.0561 -0.1656
H 1.7649 -2.9126 -1.5618
H 2.7950 -3.0678 -0.0246

Force components x, y, z for each atom (eV/Å):
-0.005 -0.077 0.016
0.149 -0.082 0.317
-0.026 -0.112 -0.352
0.721 0.105 0.727
-0.107 0.239 -0.276
-0.071 -0.005 0.044
0.046 -0.027 -0.011
0.001 -0.017 -0.038
-0.026 -0.048 -0.001
-1.089 1.209 -0.876
0.006 -0.045 0.008
-0.071 0.514 -0.210
1.304 -1.773 0.795
-0.931 -0.789 -0.340
-0.073 0.160 0.054
0.056 0.596 0.253
0.037 0.096 -0.022
0.098 0.012 -0.110
0.028 0.007 -0.016
-0.023 -0.035 0.052
-0.061 -0.011 0.006
0.038 0.083 -0.021


# 4
The following is a quantum chemistry calculation of a molecular structure, C8H12O5Ru at a distorted geometry, from OMol25.

Its total charge is +3. As for the HOMO energy (alpha / beta): -20.8587 / -24.2348 eV. The expectation value of S² is 8.777. Its total energy is -781.50721 a.u. As for the multiplicity: 6. Its largest force on an atom is 11.62 eV/A.

Geometry (Å):
Ru -0.3090 -0.6888 -1.6988
C 1.0812 -1.9359 -1.8366
O 1.9312 -2.7249 -1.9867
C -0.9899 -0.9862 -3.4233
O -1.4224 -1.1996 -4.4726
C 0.8357 0.8170 -2.3468
O 1.5506 1.5974 -2.8190
C -1.5729 -1.9883 -0.8716
O -2.2110 -2.7939 -0.3455
H -1.4649 0.7928 -1.0147
H -1.7790 0.6295 -1.7289
C 1.3125 1.8625 0.7979
C 1.4218 0.3657 0.7844
O 0.1504 -0.3105 0.5247
C -0.9308 0.1244 1.4284
C -0.6569 -0.2080 2.8653
H 0.8116 2.2243 -0.0960
H 2.3127 2.3018 0.8015
H 0.7747 2.2062 1.6715
H 2.0796 0.0299 -0.0234
H 1.8290 -0.0436 1.7236
H -1.1147 1.1999 1.2774
H -1.8266 -0.4017 1.0707
H 0.2171 0.3191 3.2344
H -1.5094 0.0860 3.4802
H -0.5206 -1.2751 3.0039

Force components x, y, z for each atom (eV/Å):
-0.046 0.699 0.655
8.687 -7.668 -0.858
-4.213 3.752 0.600
-4.064 -1.655 -9.220
1.825 0.818 4.131
5.037 7.505 -2.540
-2.890 -3.623 1.618
-6.002 -5.402 4.770
2.699 2.835 -2.437
-1.126 0.635 -0.650
-0.398 1.063 0.985
-0.388 0.967 0.461
0.665 -1.342 -1.136
0.179 2.454 2.834
-1.068 -1.391 -0.810
0.526 0.150 1.107
-0.144 0.026 -0.162
0.113 -0.246 0.141
0.045 0.266 0.205
-0.032 -0.193 0.162
-0.140 0.020 0.264
0.495 0.233 0.025
0.295 0.087 0.045
0.042 0.137 0.169
-0.103 0.166 -0.184
0.004 -0.295 -0.174


# 5
The following is a quantum chemistry calculation of a single C8H12O6S2 molecule at a distorted geometry, from OMol25.

As for the HOMO energy: -9.8793 eV. Its total energy is -1559.70843 a.u. As for the multiplicity: 1. Its largest force on an atom is 3.55 eV/A.

Geometry (Å):
O -1.4738 1.7004 -3.1729
O -0.1174 -2.5321 2.1245
O -0.3998 0.1174 -1.6624
O -2.7663 0.9258 -1.2446
O 0.1408 -0.2902 1.2990
O -2.1035 -1.1929 2.3086
C 1.6799 -0.9913 -1.2141
C 1.9390 -1.3625 0.1015
C -2.9256 2.0387 0.9333
C -2.7823 1.0582 1.8996
S -1.2748 1.5340 -1.7321
S -0.8577 -1.6421 1.2378
C 1.0247 0.3133 -1.5786
C -3.4995 1.8472 -0.4324
C 1.5418 -0.5036 1.2606
C -3.1538 -0.4145 1.7383
H 1.9715 -1.7214 -1.9762
H 2.3672 -2.3464 0.2867
H -2.5242 3.0146 1.1985
H -2.3834 1.3401 2.8644
H 1.2803 1.1325 -0.9036
H 1.4080 0.5779 -2.5616
H -3.5457 2.8192 -0.9261
H -4.5377 1.4869 -0.3800
H 1.9032 -0.9863 2.1687
H 1.9950 0.5123 1.2504
H -4.0909 -0.6060 2.2278
H -3.2747 -0.6573 0.6817

Force components x, y, z for each atom (eV/Å):
0.355 0.503 1.321
-0.631 -0.324 -1.142
-1.028 0.610 0.661
1.400 -0.388 -0.131
-1.842 0.341 -0.154
0.986 -0.229 -1.035
0.636 -1.165 3.288
-0.519 0.907 -3.395
0.735 -2.015 2.613
-0.831 1.478 -2.319
-0.738 -1.225 -1.988
0.919 0.264 2.847
0.477 -0.347 -0.593
-0.322 0.492 0.159
0.829 -0.107 0.451
0.785 1.539 -0.670
-0.314 0.528 0.001
0.015 0.283 0.047
-0.276 -0.014 -0.114
0.174 -0.067 0.023
-0.105 -0.170 0.268
-0.174 0.265 -0.231
-0.039 0.027 -0.148
0.435 -0.167 -0.169
-0.268 0.064 0.171
-0.358 -0.598 -0.229
-0.245 -0.456 0.547
-0.054 -0.027 -0.080


# 6
The following is a quantum chemistry calculation of a single C8H13BrClN3 molecule at a distorted geometry, from OMol25.

As for the HOMO energy: -6.9171 eV. Its total energy is -3510.80360 a.u. As for the multiplicity: 1. Its largest force on an atom is 3.46 eV/A.

Geometry (Å):
C -2.7011 -0.1780 0.2295
C -3.3858 0.7576 -0.2837
C 2.6938 1.8263 0.2453
C 2.0211 0.3697 0.1873
C 1.3025 2.4627 0.3828
C 0.6166 1.0911 0.1034
C -0.4141 -3.1797 -1.3507
C -0.5195 0.7063 1.0280
N -0.7125 -1.2186 -0.2651
N -1.3536 -0.2296 0.2742
N -1.2389 -2.0547 -1.0759
Cl -3.4000 -2.0213 0.7076
Br -5.1655 1.1879 -0.5387
H 3.3808 1.9175 1.2026
H 3.4751 2.1052 -0.5358
H 2.1897 -0.1823 -0.8584
H 2.1907 -0.3028 1.1168
H 1.3295 2.5755 1.4536
H 1.0437 3.3449 -0.1836
H 0.1520 0.9901 -0.9340
H 0.5764 -2.9571 -1.7350
H -0.0979 -3.6070 -0.4019
H -0.9289 -3.9549 -2.0065
H -0.1532 0.2902 1.9716
H -1.2072 1.5154 1.2348
H 0.3063 -1.2543 0.0320

Force components x, y, z for each atom (eV/Å):
-2.355 -1.394 -0.490
-0.262 1.869 -0.322
3.103 -1.195 0.956
0.145 -0.395 -1.520
0.753 -1.281 0.267
-0.075 0.864 -1.072
0.571 -1.632 -0.090
0.057 -0.045 -0.395
0.957 -1.938 -1.441
1.161 -0.645 1.266
0.192 1.991 0.971
0.128 0.532 0.399
0.249 -0.570 0.191
-1.593 -0.032 -1.599
-1.626 -0.459 0.359
0.085 0.795 2.524
-0.180 1.029 -1.662
-1.028 0.894 0.439
-0.176 0.111 0.057
0.992 0.534 1.102
0.109 0.526 -0.888
-0.542 -0.731 0.265
0.599 1.289 1.012
-0.192 -0.182 0.034
0.105 0.338 0.011
-1.179 -0.274 -0.375


# 7
The following is a quantum chemistry calculation of a single C8H13BrFNO molecule, from OMol25.

The SMILES is C[C@@](F)(Br)C(=O)N1CCCCC1. As for the HOMO energy: -9.4125 eV. Its total energy is -3116.53614 a.u. As for the multiplicity: 1. Its largest force on an atom is 0.64 eV/A.

Geometry (Å):
C -3.6921 1.6854 -0.0939
C -2.5836 0.7480 0.3244
F -2.5893 0.6203 1.6856
Br -2.9483 -1.0559 -0.4154
C -1.2102 1.2000 -0.2093
O -1.1915 2.1010 -1.0283
N -0.1076 0.5870 0.2391
C 1.1771 1.0027 -0.2981
C 1.8235 -0.1479 -1.0653
C 1.9851 -1.3559 -0.1473
C 0.6286 -1.7326 0.4394
C 0.0052 -0.5307 1.1524
H -4.6504 1.3097 0.2591
H -3.5057 2.6660 0.3414
H -3.7044 1.7819 -1.1759
H 1.8192 1.3049 0.5365
H 1.0059 1.8612 -0.9486
H 2.7909 0.1762 -1.4502
H 1.1894 -0.4128 -1.9134
H 2.3995 -2.1989 -0.7020
H 2.6789 -1.1104 0.6607
H -0.0385 -2.0625 -0.3592
H 0.7319 -2.5503 1.1533
H -0.9558 -0.8128 1.5721
H 0.6531 -0.2193 1.9809

Force components x, y, z for each atom (eV/Å):
0.083 -0.116 0.002
-0.421 -0.064 -0.321
0.074 0.116 0.192
-0.035 0.172 -0.019
-0.252 0.024 0.012
-0.144 0.111 -0.119
0.315 0.076 0.165
0.144 0.201 -0.460
0.124 0.054 0.287
-0.179 -0.092 -0.237
0.200 0.154 0.182
-0.180 -0.591 0.161
0.048 -0.078 0.024
0.060 0.024 -0.002
-0.004 0.010 0.040
-0.003 0.014 -0.016
0.072 -0.091 0.168
0.012 0.020 -0.068
-0.012 0.037 -0.074
0.086 -0.018 0.044
0.071 -0.018 0.031
-0.058 -0.008 0.029
-0.032 -0.061 0.020
0.079 0.153 -0.047
-0.048 -0.029 0.005


# 8
The following is a quantum chemistry calculation of a molecular structure, C8H13CdO5 at a distorted geometry, from OMol25.

As for the HOMO energy (alpha / beta): -7.4636 / -8.5909 eV. The expectation value of S² is 0.753. Its total energy is -856.30217 a.u. As for the multiplicity: 2. Its largest force on an atom is 3.25 eV/A.

Geometry (Å):
O 3.3795 1.6738 -0.3044
C 2.4325 1.0964 0.2067
C 1.9682 -0.2306 -0.3518
O 1.1665 -0.9368 0.5944
C 1.4658 -2.2779 0.7722
C 1.1846 -2.9015 1.9076
H -0.5818 3.2475 1.9383
H 2.8473 -0.8314 -0.6197
H 1.4096 -0.0586 -1.2845
H 1.3894 -3.9678 1.9885
H 1.9152 -2.7595 -0.0985
H 0.7398 -2.3837 2.7586
O -0.7251 1.2517 1.8930
C -0.6324 2.3887 1.1045
C -1.4829 2.1949 -0.1028
O -1.1662 1.0000 -0.7155
C -2.1237 0.4002 -1.6054
C -1.9002 -1.1086 -1.5200
O -1.8985 -1.5421 -0.2015
Cd -0.8291 -0.3671 0.8691
H 0.2672 2.8975 0.6719
H -1.8509 2.9995 -0.7456
H -1.9766 0.7940 -2.6217
H -3.1310 0.6629 -1.2491
H -0.9435 -1.3435 -2.0367
H -2.6985 -1.5866 -2.1211
H 1.7747 1.6888 0.8735

Force components x, y, z for each atom (eV/Å):
-0.724 -1.056 0.714
0.504 1.827 -1.468
0.686 -0.399 -0.104
2.213 -0.811 -0.308
0.185 -0.402 0.211
0.025 0.064 -0.224
-2.044 -0.794 -1.916
-0.126 0.200 0.134
-0.063 0.125 0.310
-0.093 0.337 -0.015
-0.141 0.112 0.243
0.149 -0.131 -0.239
1.792 2.151 1.493
-0.100 1.992 2.176
-0.907 1.440 -0.005
-0.040 1.650 -1.760
-0.481 0.169 -0.286
-0.021 -0.036 -0.205
-1.642 -2.139 -1.822
-0.989 -1.461 2.396
1.222 -1.657 -0.199
0.131 -0.292 0.092
-0.007 -0.077 0.214
0.257 -0.092 -0.062
-0.127 0.032 0.040
0.191 0.065 0.231
0.150 -0.819 0.363


# 9
The following is a quantum chemistry calculation of a gas-phase ion, C8H13Cl2N2S (charge +1) at a distorted geometry, from OMol25.

Its total charge is +1. As for the HOMO energy: -12.7252 eV. Its total energy is -1740.37788 a.u. As for the multiplicity: 1. Its largest force on an atom is 3.28 eV/A.

Geometry (Å):
C 3.6467 0.9260 -0.6423
N 3.6262 -0.4045 0.0312
C 2.4230 -1.1886 -0.3227
N 1.1599 -0.7025 0.3368
C 1.0660 0.1902 1.3169
S -0.6076 0.6531 1.9000
C -1.3071 -0.8135 0.9417
C -2.7558 -0.4283 0.3983
Cl -4.1693 -1.4154 1.0226
C -2.9865 0.6114 -0.5211
C -4.4451 1.0313 -1.0388
Cl -1.6093 1.5919 -1.2169
C -0.1841 -1.2342 -0.1064
H 4.3038 1.6571 -0.0640
H 4.0821 0.8625 -1.6901
H 2.6127 1.4123 -0.7328
H 3.7290 -0.3314 1.0478
H 2.2637 -1.0171 -1.4452
H 2.6174 -2.2945 -0.1742
H 1.9897 0.6563 1.7693
H -1.3121 -1.6002 1.7713
H -5.2726 0.6159 -0.3892
H -4.5682 0.8190 -2.1437
H -4.4791 2.1710 -0.9027
H -0.0496 -2.3534 0.0974
H -0.4118 -1.2268 -1.2173

Force components x, y, z for each atom (eV/Å):
0.160 1.147 -0.139
-1.708 -0.006 -0.306
1.766 0.564 -1.372
-1.754 1.660 1.495
-0.828 -0.255 -0.473
2.671 -1.306 -1.377
-0.480 0.243 0.353
0.390 1.272 -1.419
1.975 1.179 -0.678
-1.019 -1.707 1.043
1.294 1.171 0.610
-1.530 -1.264 0.859
-0.006 -2.871 0.513
-0.837 -1.107 -0.706
-0.555 -0.173 1.337
1.247 -0.624 0.154
0.223 -0.127 -0.585
0.049 -0.378 1.545
-0.693 1.295 0.277
-1.227 -0.541 -0.657
-0.597 0.944 -1.511
1.198 0.168 -0.951
0.148 0.040 1.399
0.006 -1.578 -0.339
-0.315 1.296 -0.451
0.423 0.958 1.380